1.
The following is a quantum chemistry calculation of C29H32MnNO as an isolated structure at a distorted geometry, from the Open Molecules 2025 dataset.

```
64
Properties=species:S:1:pos:R:3:lowdin_charge:R:1
C -0.085 -1.699 2.133 -0.18
C -0.370 -0.327 2.418 -0.16
C -1.502 0.066 1.666 -0.18
H 0.126 0.292 3.164 0.09
C -1.968 -1.056 0.925 -0.18
C -1.116 -2.171 1.229 -0.22
H -2.894 -1.102 0.350 0.08
C 2.838 -1.103 0.523 -0.15
C 2.865 -0.408 1.744 -0.16
C 2.351 0.895 1.545 -0.13
H 3.274 -0.773 2.683 0.08
C 1.962 1.044 0.201 -0.26
C 2.309 -0.198 -0.492 -0.19
H -2.035 1.007 1.769 0.07
H -1.305 -3.209 0.967 0.08
H 0.647 -2.333 2.640 0.10
H 2.458 -0.304 -1.569 0.10
H 2.331 1.687 2.291 0.09
H 3.267 -2.082 0.307 0.08
Mn 0.355 -1.007 -0.037 0.71
C 1.515 2.335 -0.446 -0.49
C 2.069 2.459 -1.870 -0.05
C 2.041 3.530 0.364 -0.06
H 3.165 2.471 -1.830 0.09
H 1.742 3.402 -2.328 0.08
H 1.756 1.627 -2.508 0.08
H 3.135 3.469 0.443 0.09
H 1.620 3.564 1.379 0.08
H 1.797 4.480 -0.136 0.08
C -0.043 2.413 -0.481 -0.06
C -0.734 1.371 -1.303 -0.34
H -0.341 3.390 -0.897 0.11
H -0.455 2.369 0.548 0.13
O -0.412 0.136 -1.188 -0.05
N -1.694 1.747 -2.202 0.04
C -3.141 1.535 -1.907 -0.13
H -1.485 1.352 -3.121 0.14
C -3.550 2.085 -0.575 -0.23
C -4.530 1.438 0.192 -0.05
H -4.989 0.527 -0.205 0.12
C -4.895 1.956 1.437 -0.08
H -5.643 1.437 2.040 0.10
C -4.301 3.136 1.903 -0.10
H -4.571 3.532 2.884 0.10
C -3.376 3.816 1.106 -0.08
H -2.917 4.747 1.442 0.10
C -3.027 3.304 -0.149 -0.06
H -2.365 3.855 -0.822 0.11
H -3.379 0.464 -1.964 0.12
H -3.692 2.046 -2.709 0.12
C 0.348 -2.669 -1.340 -0.20
C 1.334 -3.707 -0.991 -0.32
C 1.052 -4.699 -0.025 -0.07
C 2.014 -5.649 0.321 -0.12
C 3.270 -5.649 -0.300 -0.15
C 3.550 -4.694 -1.288 -0.13
C 2.594 -3.739 -1.633 -0.10
H 0.557 -2.159 -2.290 0.04
H -0.690 -3.011 -1.252 0.04
H 0.061 -4.721 0.436 0.09
H 1.776 -6.405 1.072 0.09
H 4.015 -6.403 -0.038 0.08
H 4.514 -4.702 -1.802 0.09
H 2.795 -3.006 -2.421 0.10
```

Computed properties:
Multiplicity: 6
HOMO-LUMO gap (spin up / spin down) in eV: 4.4 / 5.9
Charge: -1
<S²>: 8.777
LUMO energy (spin up / spin down) in eV: 2.41 / 2.35

=====

2.
The following is a quantum chemistry calculation of C29H32N2O8TeV as an isolated structure, from the Open Molecules 2025 dataset.

```
73
Properties=species:S:1:pos:R:3:lowdin_charge:R:1
V 0.047 -2.393 1.839 1.11
O -0.623 -0.499 5.643 0.21
C -0.075 -0.764 4.489 -0.41
O -0.396 -1.739 3.818 0.04
C 0.958 0.273 4.097 -0.07
O 1.744 -0.123 3.008 -0.15
C 2.898 -0.909 3.311 -0.06
C 2.851 -2.078 2.340 -0.49
O 3.646 -2.363 1.509 0.20
O 1.667 -2.742 2.499 -0.14
H -1.320 -1.140 5.865 0.17
H 1.547 0.528 4.981 0.16
H 0.405 1.171 3.809 0.16
H 2.874 -1.292 4.334 0.15
H 3.803 -0.324 3.154 0.15
N -0.667 -4.361 2.073 0.02
C -0.322 -5.175 0.882 -0.06
C -0.033 -4.253 -0.290 -0.51
O 0.004 -4.588 -1.429 0.18
O 0.215 -2.983 0.107 -0.22
H -0.294 -4.784 2.920 0.14
H -1.676 -4.301 2.192 0.13
H -1.110 -5.877 0.622 0.15
H 0.587 -5.743 1.080 0.15
C 2.094 5.877 -1.710 -0.02
C 1.719 4.466 -1.376 -0.23
C 0.533 3.906 -1.833 0.01
C 0.173 2.596 -1.556 -0.27
C -1.125 2.104 -2.134 -0.04
C 1.055 1.821 -0.775 -0.33
Te 0.902 -0.253 -0.557 2.00
N -0.370 -0.626 0.976 -0.27
C -1.690 -0.831 1.106 -0.50
O -1.927 -1.940 1.697 -0.05
C -2.747 0.115 0.782 -0.18
C -4.043 -0.347 0.540 0.00
C -5.053 0.563 0.290 -0.03
C -4.780 1.927 0.322 -0.03
C -3.497 2.388 0.594 -0.05
C -2.474 1.484 0.813 -0.03
C -0.077 -0.942 -2.279 -0.38
C -1.388 -1.394 -2.281 -0.11
C -1.901 -1.959 -3.434 -0.04
C -1.095 -2.068 -4.561 -0.03
C 0.213 -1.619 -4.536 -0.01
C 0.762 -1.052 -3.388 -0.30
C 2.199 -0.600 -3.358 -0.06
C 2.265 2.363 -0.283 -0.30
C 3.271 1.639 0.578 -0.06
C 2.563 3.678 -0.599 0.00
H 1.282 6.400 -2.210 0.09
H 2.964 5.890 -2.369 0.10
H 2.362 6.430 -0.810 0.09
H -0.140 4.510 -2.431 0.13
H -1.024 1.929 -3.207 0.11
H -1.899 2.858 -1.995 0.09
H -1.481 1.188 -1.680 0.03
H -4.243 -1.411 0.542 0.13
H -6.056 0.217 0.083 0.12
H -5.578 2.636 0.144 0.12
H -3.302 3.450 0.639 0.12
H -1.469 1.829 1.032 0.12
H -2.019 -1.299 -1.408 0.09
H -2.923 -2.310 -3.455 0.12
H -1.491 -2.509 -5.465 0.12
H 0.832 -1.712 -5.419 0.13
H 2.612 -0.568 -4.363 0.10
H 2.819 -1.288 -2.777 0.09
H 2.307 0.409 -2.945 0.07
H 3.014 0.610 0.813 0.00
H 3.384 2.171 1.524 0.10
H 4.247 1.629 0.091 0.10
H 3.488 4.103 -0.227 0.14
```

Computed properties:
Multiplicity: 2
HOMO-LUMO gap (spin up / spin down) in eV: 6.8 / 7.5
Charge: +2
<S²>: 0.762
LUMO energy (spin up / spin down) in eV: -7.41 / -6.75

=====

3.
The following is a quantum chemistry calculation of C29H32N7O5RbS3 as an isolated structure, from the Open Molecules 2025 dataset.

```
77
Properties=species:S:1:pos:R:3:lowdin_charge:R:1
Rb -0.633 0.273 -0.294 0.76
C 2.842 0.417 -4.259 -0.06
C 1.979 -0.159 -3.167 -0.30
N 1.985 0.262 -1.953 0.01
N 2.760 1.323 -1.644 0.02
C 2.887 1.480 -0.313 -0.50
O 2.563 0.707 0.599 -0.04
C 3.551 2.791 0.070 -0.13
C 3.847 3.013 1.411 -0.04
C 4.417 4.208 1.826 -0.11
C 4.696 5.203 0.898 -0.13
C 4.401 4.990 -0.443 -0.11
C 3.834 3.792 -0.854 -0.04
C 1.079 -1.290 -3.478 -0.23
C 0.966 -1.791 -4.780 -0.04
C 0.140 -2.876 -5.027 -0.09
C -0.549 -3.453 -3.976 -0.08
C -0.392 -2.883 -2.717 -0.14
N 0.379 -1.836 -2.471 0.10
H 3.514 1.149 -3.817 0.05
H 2.239 0.914 -5.025 0.07
H 3.430 -0.361 -4.756 0.07
H 3.604 2.219 2.106 0.11
H 4.637 4.369 2.876 0.09
H 5.132 6.143 1.218 0.08
H 4.605 5.767 -1.171 0.09
H 3.586 3.612 -1.891 0.10
H 1.514 -1.329 -5.591 0.09
H 0.036 -3.261 -6.035 0.09
H -1.221 -4.290 -4.113 0.10
H -0.929 -3.282 -1.862 0.11
C -1.439 -3.537 4.392 -0.10
N -0.428 -3.313 3.375 -0.16
C 0.171 -4.484 2.762 -0.06
C -0.350 -2.131 2.703 -0.45
O 0.375 -1.957 1.741 0.04
C -1.218 -0.996 3.245 -0.14
O -0.951 0.230 2.625 -0.17
C 0.333 0.780 2.906 -0.12
C 0.245 2.219 2.423 -0.43
O 0.220 2.450 1.228 -0.04
N 0.137 3.230 3.327 -0.13
C -0.115 4.562 2.785 -0.03
C 0.186 3.028 4.759 -0.06
H -1.523 -4.609 4.561 0.08
H -2.422 -3.187 4.071 0.03
H -1.170 -3.062 5.341 0.08
H -0.587 -5.048 2.210 0.07
H 0.617 -5.116 3.534 0.08
H 0.941 -4.156 2.071 0.08
H -1.106 -0.912 4.336 0.13
H -2.256 -1.247 3.012 0.11
H 1.114 0.282 2.327 0.10
H 0.546 0.688 3.978 0.11
H -0.816 4.501 1.953 0.06
H 0.809 5.024 2.427 0.09
H -0.550 5.183 3.568 0.08
H 1.104 2.524 5.071 0.08
H -0.669 2.455 5.129 0.09
H 0.171 4.002 5.244 0.08
S -3.397 -3.660 1.616 0.45
C -3.629 -3.174 -0.005 -1.17
N -3.119 -2.153 -0.637 0.01
C -3.533 -2.097 -1.955 -0.34
C -3.135 -1.132 -2.881 -0.03
C -3.590 -1.209 -4.184 -0.10
C -4.436 -2.240 -4.596 -0.13
C -4.833 -3.216 -3.694 -0.13
C -4.381 -3.137 -2.384 -0.51
S -4.677 -4.190 -1.036 0.92
H -2.449 -0.344 -2.601 0.08
H -3.274 -0.456 -4.897 0.10
H -4.779 -2.283 -5.623 0.08
H -5.484 -4.025 -4.005 0.09
O -2.642 4.481 0.174 -0.67
S -2.167 3.476 -0.824 0.49
N -2.744 2.136 -0.942 -0.58
```

Computed properties:
HOMO-LUMO gap in eV: 5.9
Charge: -2
LUMO energy in eV: 3.78

=====

4.
The following is a quantum chemistry calculation of C29H33AsBN6NiS3 as an isolated structure, from the Open Molecules 2025 dataset.

```
74
Properties=species:S:1:pos:R:3:lowdin_charge:R:1
Ni -0.366 0.826 0.567 -0.15
C -2.798 -1.033 4.500 -0.03
N -1.865 -1.771 3.666 -0.13
C -1.716 -3.144 3.657 -0.04
C -0.604 -3.402 2.937 -0.06
N -0.061 -2.207 2.512 0.02
B 1.426 -2.103 1.979 -0.41
N 1.550 -2.311 0.428 0.02
C 1.827 -3.535 -0.140 -0.05
C 2.107 -3.350 -1.449 -0.04
N 1.990 -1.998 -1.686 -0.12
C 2.217 -1.331 -2.957 -0.03
C 1.666 -1.382 -0.531 -0.66
S 1.606 0.343 -0.393 0.68
C -0.849 -1.220 2.962 -0.68
S -0.602 0.479 2.816 0.69
H -3.559 -1.722 4.857 0.10
H -3.263 -0.231 3.932 0.06
H -2.277 -0.596 5.351 0.10
H -2.398 -3.792 4.177 0.13
H -0.127 -4.338 2.711 0.13
H 1.994 -3.038 2.477 0.08
H 1.872 -1.036 2.275 0.06
H 1.817 -4.434 0.448 0.13
H 2.368 -4.044 -2.228 0.13
H 2.330 -2.091 -3.726 0.10
H 3.117 -0.722 -2.911 0.10
H 1.369 -0.690 -3.195 0.07
S 0.001 3.193 0.658 0.68
C -1.667 3.360 0.389 -0.82
N -2.620 2.671 1.051 0.02
C -3.956 3.168 0.708 -0.11
C -3.686 3.857 -0.635 -0.11
N -2.251 4.120 -0.536 0.05
H -2.399 2.277 1.957 0.08
H -4.303 3.879 1.460 0.13
H -4.669 2.354 0.619 0.09
H -4.254 4.776 -0.756 0.12
H -3.891 3.189 -1.476 0.12
H -1.702 4.565 -1.253 0.15
C -6.402 0.054 0.737 -0.07
C -6.108 0.326 -0.592 -0.08
C -4.814 0.162 -1.072 -0.10
C -3.804 -0.268 -0.220 -0.36
C -4.099 -0.515 1.118 -0.14
C -5.393 -0.368 1.595 -0.07
As -1.960 -0.540 -0.777 1.35
C -1.862 -2.467 -0.974 -0.35
C -1.227 -3.033 -2.073 -0.12
C -1.165 -4.413 -2.206 -0.08
C -1.721 -5.233 -1.236 -0.07
C -2.338 -4.668 -0.127 -0.07
C -2.410 -3.290 0.003 -0.11
C -1.945 0.094 -2.600 -0.39
C -1.189 1.218 -2.915 -0.13
C -1.182 1.709 -4.214 -0.07
C -1.925 1.077 -5.199 -0.07
C -2.680 -0.049 -4.890 -0.06
C -2.691 -0.542 -3.595 -0.12
H -7.413 0.173 1.105 0.11
H -6.891 0.656 -1.262 0.11
H -4.603 0.368 -2.115 0.09
H -3.305 -0.827 1.787 0.06
H -5.617 -0.579 2.633 0.11
H -0.797 -2.404 -2.843 0.10
H -0.681 -4.847 -3.071 0.11
H -1.677 -6.309 -1.345 0.11
H -2.776 -5.301 0.634 0.11
H -2.905 -2.868 0.870 0.09
H -0.583 1.697 -2.152 0.06
H -0.584 2.578 -4.458 0.11
H -1.913 1.457 -6.212 0.11
H -3.257 -0.544 -5.660 0.11
H -3.275 -1.423 -3.358 0.11
```

Computed properties:
Multiplicity: 3
HOMO-LUMO gap (spin up / spin down) in eV: 8.5 / 7.4
Charge: +1
<S²>: 2.010
LUMO energy (spin up / spin down) in eV: -1.87 / -3.11